[1]
{
  "formula": "C52H104Cl6N2O15S6",
  "method": "ωB97M-V/def2-TZVPD",
  "e_lumo_ev": -0.865,
  "gap_ev": 3.297,
  "symbols": ["C", "C", "C", "C", "N", "C", "C", "C", "C", "C", "H", "H", "H", "H", "H", "H", "H", "H", "H", "H", "H", "H", "H", "H", "H", "H", "H", "H", "H", "H", "C", "C", "C", "C", "C", "C", "N", "O", "C", "C", "C", "H", "H", "H", "H", "H", "H", "H", "H", "H", "H", "H", "H", "H", "H", "H", "H", "H", "H", "C", "C", "C", "S", "O", "O", "C", "H", "H", "H", "H", "H", "H", "H", "H", "C", "C", "C", "S", "O", "O", "C", "H", "H", "H", "H", "H", "H", "H", "H", "C", "C", "C", "S", "O", "O", "C", "H", "H", "H", "H", "H", "H", "H", "H", "C", "C", "C", "S", "O", "O", "C", "H", "H", "H", "H", "H", "H", "H", "H", "C", "C", "C", "S", "O", "O", "C", "H", "H", "H", "H", "H", "H", "H", "H", "C", "C", "C", "S", "O", "O", "C", "H", "H", "H", "H", "H", "H", "H", "H", "O", "C", "O", "C", "C", "C", "H", "H", "H", "H", "H", "H", "Cl", "C", "C", "Cl", "H", "H", "H", "H", "Cl", "C", "C", "Cl", "H", "H", "H", "H", "Cl", "C", "C", "Cl", "H", "H", "H", "H"],
  "xyz": [[-2.9086, 6.9852, -3.6856], [-2.5217, 7.9171, -2.5012], [-1.7471, 7.1902, -1.3624], [-1.8624, 8.0155, -0.0462], [-0.9379, 7.7005, 1.1368], [0.5454, 7.6135, 0.7322], [1.3322, 8.2386, 1.9589], [0.4097, 9.4156, 2.3595], [-1.0488, 8.8683, 2.1940], [-1.4299, 6.3825, 1.7846], [-3.3219, 6.0630, -3.2773], [-1.9253, 6.7467, -4.0910], [-3.6532, 7.5793, -4.2154], [-3.4815, 8.2846, -2.1382], [-1.9207, 8.7746, -2.8038], [-0.6891, 7.0748, -1.5980], [-2.1522, 6.1946, -1.1809], [-2.8418, 8.2272, 0.3829], [-1.4428, 8.9592, -0.3946], [0.7596, 6.5607, 0.5483], [0.7135, 8.1396, -0.2075], [1.3224, 7.4742, 2.7358], [2.3578, 8.5756, 1.8083], [0.5566, 9.7356, 3.3911], [0.5118, 10.3196, 1.7591], [-1.3515, 8.5163, 3.1802], [-1.7819, 9.5972, 1.8485], [-2.3648, 6.4517, 2.3407], [-0.7042, 6.1485, 2.5634], [-1.5340, 5.5678, 1.0680], [-0.5053, 0.7321, 1.7692], [-0.3548, -0.0340, 0.3717], [-1.4732, -1.0513, 0.3133], [-1.7377, -1.8672, -1.1005], [-1.8948, -0.8394, -2.2282], [-0.7327, 0.2634, -2.2943], [-0.5594, 0.8433, -0.8946], [0.1687, 2.1335, -0.8702], [-1.3141, 1.2375, -3.3231], [0.4216, -0.5545, -2.8255], [0.9679, -0.7614, 0.4403], [-1.4882, 1.1806, 1.9135], [0.2268, 1.5396, 1.7634], [-0.2604, 0.0957, 2.6196], [-2.4226, -0.6328, 0.6471], [-1.4334, -1.8155, 1.0895], [-2.5899, -2.5290, -0.9457], [-0.9821, -2.5969, -1.3915], [-2.8898, -0.4169, -2.0883], [-1.9354, -1.3959, -3.1645], [-2.2491, 1.7679, -3.1426], [-1.4057, 0.7552, -4.2963], [-0.6222, 2.0711, -3.4433], [0.2086, -0.9913, -3.8011], [0.7135, -1.3403, -2.1289], [1.2425, 0.1160, -3.0796], [0.8345, -1.7931, 0.1149], [1.3557, -0.8546, 1.4547], [1.6581, -0.2818, -0.2539], [4.2011, -5.8931, 0.0289], [4.8542, -6.8419, 0.9826], [5.3813, -5.9753, 2.1400], [6.0197, -4.4406, 1.4103], [7.4878, -4.4668, 1.2631], [5.3077, -3.3838, 2.1061], [5.2629, -4.6593, -0.2064], [3.2640, -5.4993, 0.4224], [3.8682, -6.3830, -0.8861], [5.7051, -7.3537, 0.5329], [4.1211, -7.5613, 1.3474], [6.1041, -6.4223, 2.8225], [4.5166, -5.5462, 2.6463], [5.9402, -5.0772, -0.9512], [4.7798, -3.7611, -0.5910], [-1.7285, -7.4532, -4.0207], [-2.1133, -8.4224, -5.1292], [-1.0601, -9.5720, -5.1085], [0.5129, -8.6253, -4.8658], [1.1187, -8.4792, -6.1772], [1.2771, -9.1917, -3.7201], [-0.2853, -7.0896, -4.3616], [-1.8842, -7.7845, -2.9940], [-2.3400, -6.5522, -4.0685], [-1.8987, -8.0836, -6.1428], [-3.1091, -8.8426, -4.9875], [-0.8503, -10.2843, -5.9064], [-1.0810, -10.1560, -4.1884], [-0.2829, -6.3742, -5.1840], [0.2975, -6.5070, -3.6481], [4.5244, -1.3746, -8.1947], [3.7505, -2.5323, -8.8974], [3.0773, -3.4216, -7.8257], [4.4262, -3.5880, -6.5403], [5.2408, -4.7464, -6.7862], [3.7118, -3.4239, -5.2697], [5.3133, -2.0939, -7.0520], [3.7284, -0.7763, -7.7516], [5.1007, -0.7464, -8.8739], [4.3774, -3.0324, -9.6356], [2.9922, -2.1435, -9.5770], [2.7632, -4.4130, -8.1521], [2.2075, -2.8495, -7.5030], [6.3176, -2.3482, -7.3908], [5.5398, -1.4597, -6.1949], [5.6163, 3.9323, 4.4450], [5.6008, 2.4121, 4.2922], [4.2419, 1.9606, 4.9650], [4.0643, 2.9044, 6.4797], [4.7361, 2.2255, 7.5672], [2.6550, 3.1981, 6.6102], [5.0333, 4.3547, 5.8114], [5.0822, 4.4326, 3.6372], [6.6165, 4.3657, 4.4507], [6.4387, 1.9623, 4.8247], [5.6509, 2.1091, 3.2464], [4.2388, 0.8858, 5.1465], [3.4468, 2.2996, 4.3009], [5.8315, 4.6533, 6.4910], [4.3634, 5.2140, 5.7822], [-7.3918, -3.9254, -1.6993], [-6.8108, -4.4131, -3.0526], [-7.5229, -5.7895, -3.2891], [-7.4161, -6.6377, -1.6561], [-6.1297, -7.2632, -1.7018], [-8.5849, -7.3959, -1.2443], [-7.2308, -5.0349, -0.6903], [-8.4504, -3.7240, -1.8632], [-6.9885, -2.9661, -1.3751], [-5.7215, -4.3912, -3.0189], [-7.1190, -3.7059, -3.8226], [-7.2345, -6.4254, -4.1261], [-8.6001, -5.6557, -3.3879], [-6.2541, -5.1324, -0.2163], [-8.0210, -4.9761, 0.0581], [-4.3671, 1.2264, 7.0362], [-3.6712, 1.5652, 8.3980], [-3.4721, 0.2466, 9.1118], [-4.9928, -0.7448, 8.8600], [-5.9405, -0.5094, 9.9227], [-4.5241, -2.0908, 8.4447], [-5.4756, 0.2682, 7.3940], [-3.6353, 0.7885, 6.3573], [-4.6190, 2.2266, 6.6837], [-4.2341, 2.2111, 9.0718], [-2.7789, 2.1327, 8.1336], [-3.2891, 0.1233, 10.1792], [-2.7388, -0.4096, 8.6429], [-6.4154, 0.7137, 7.7204], [-5.5685, -0.5272, 6.6545], [0.1956, -3.9583, 9.5019], [0.4915, -4.1745, 8.3463], [0.5814, -5.4191, 7.9001], [0.7546, -5.5176, 6.4755], [0.9734, -4.1554, 5.9609], [0.8440, -3.2189, 7.2421], [-0.2083, -5.8490, 6.0868], [1.5021, -6.2756, 6.2414], [0.4499, -3.7864, 5.0789], [2.0222, -4.2410, 5.6768], [0.0429, -2.4912, 7.1122], [1.7604, -2.6914, 7.5069], [1.6604, 7.5014, -7.1305], [2.5772, 7.8359, -5.6251], [3.0642, 6.5496, -4.9622], [4.1491, 5.5170, -5.8256], [1.9470, 8.4147, -4.9499], [3.4411, 8.4219, -5.9387], [2.2772, 5.8543, -4.6703], [3.6291, 6.7173, -4.0452], [7.2096, 0.8283, -1.4583], [6.0164, 1.6824, -2.4498], [5.1543, 2.6294, -1.5940], [6.0371, 4.0829, -1.0815], [5.3829, 0.9569, -2.9602], [6.5182, 2.2706, -3.2182], [4.9392, 2.0521, -0.6948], [4.2881, 2.9769, -2.1571], [-6.7950, 4.2100, -0.7317], [-5.9540, 2.6753, -0.2383], [-6.5893, 2.0511, 0.9982], [-6.7009, 3.1791, 2.3670], [-4.9744, 2.9972, 0.1150], [-5.7996, 2.0333, -1.1056], [-5.9693, 1.2292, 1.3563], [-7.6285, 1.7524, 0.8610]],
  "lowdin_charge": [-0.08, -0.25, -0.17, -0.13, -0.23, -0.07, -0.11, -0.15, -0.06, 0.04, 0.07, 0.08, 0.08, 0.10, 0.11, 0.11, 0.11, 0.14, 0.12, 0.14, 0.13, 0.11, 0.12, 0.11, 0.11, 0.12, 0.12, 0.11, 0.10, 0.11, -0.05, -0.49, -0.15, -0.16, -0.18, -0.49, -0.17, -0.42, -0.07, -0.06, -0.06, 0.06, 0.05, 0.06, 0.09, 0.10, 0.08, 0.08, 0.09, 0.10, 0.07, 0.07, 0.06, 0.07, 0.06, 0.08, 0.06, 0.07, 0.08, -0.20, -0.24, -0.22, 0.69, -0.35, -0.35, -0.18, 0.11, 0.11, 0.12, 0.12, 0.11, 0.09, 0.10, 0.10, -0.22, -0.21, -0.21, 0.71, -0.35, -0.36, -0.24, 0.12, 0.11, 0.12, 0.11, 0.10, 0.09, 0.10, 0.11, -0.18, -0.25, -0.19, 0.69, -0.32, -0.35, -0.23, 0.11, 0.11, 0.11, 0.10, 0.10, 0.10, 0.10, 0.10, -0.23, -0.19, -0.22, 0.67, -0.32, -0.35, -0.20, 0.11, 0.11, 0.11, 0.11, 0.11, 0.10, 0.10, 0.09, -0.24, -0.20, -0.21, 0.68, -0.34, -0.33, -0.20, 0.11, 0.11, 0.11, 0.11, 0.10, 0.09, 0.10, 0.10, -0.20, -0.22, -0.23, 0.71, -0.33, -0.36, -0.22, 0.12, 0.11, 0.11, 0.11, 0.10, 0.09, 0.10, 0.09, 0.10, -0.51, 0.04, -0.18, -0.14, -0.04, 0.12, 0.13, 0.12, 0.11, 0.12, 0.13, 0.52, -0.63, -0.73, 0.58, 0.07, 0.07, 0.06, 0.06, 0.55, -0.67, -0.66, 0.51, 0.07, 0.06, 0.06, 0.07, 0.48, -0.61, -0.66, 0.52, 0.06, 0.08, 0.07, 0.06]
}

---

[2]
{
  "formula": "C20H18F5OPm",
  "method": "ωB97M-V/def2-TZVPD",
  "e_lumo_ev": [-0.610, -0.479],
  "multiplicity": 5,
  "gap_ev": [6.024, 6.175],
  "symbols": ["C", "C", "C", "H", "C", "C", "H", "H", "H", "H", "C", "C", "C", "H", "C", "C", "H", "H", "H", "H", "Pm", "O", "C", "C", "H", "H", "H", "H", "C", "C", "C", "H", "C", "H", "C", "H", "C", "H", "F", "C", "F", "C", "F", "F", "F"],
  "xyz": [[0.5292, -1.6475, 3.2049], [-0.7834, -1.8698, 2.7204], [-0.6840, -2.2427, 1.3644], [-1.6950, -1.7716, 3.2853], [0.6811, -2.2432, 1.0138], [1.4384, -1.8764, 2.1449], [2.5109, -1.7912, 2.1967], [0.7898, -1.3608, 4.2089], [-1.5038, -2.4595, 0.7040], [1.0722, -2.4344, 0.0270], [-0.8582, 2.1282, 1.8992], [-0.5230, 1.6380, 3.1720], [0.8813, 1.4664, 3.2204], [-1.2155, 1.4032, 3.9632], [1.4182, 1.8541, 1.9713], [0.3339, 2.2565, 1.1553], [0.3938, 2.5663, 0.1252], [-1.8508, 2.3211, 1.5326], [1.4456, 1.1090, 4.0642], [2.4614, 1.8606, 1.7024], [0.1090, -0.0255, 1.6093], [-0.2016, -0.1773, -2.3801], [-1.3024, -0.9444, -2.8571], [-0.0248, -0.9430, -3.5766], [-1.5787, -1.7982, -2.2458], [-2.1290, -0.3701, -3.2633], [0.6128, -1.8141, -3.4495], [0.9120, -1.9318, -5.8873], [0.6461, -0.8847, -5.9670], [0.1617, -0.2100, -4.8495], [-0.1588, 1.1402, -4.9600], [-0.5057, 1.6713, -4.0842], [-0.0064, 1.7987, -6.1698], [-0.2525, 2.8499, -6.2423], [0.4662, 1.1178, -7.2837], [0.5862, 1.6346, -8.2266], [0.7940, -0.2264, -7.1784], [1.1718, -0.7621, -8.0392], [-1.8839, 0.4409, 5.5629], [-1.0239, -0.4978, 4.9817], [-1.2125, -1.7629, 5.5277], [-0.2541, 0.5085, 6.0355], [-0.6383, 0.2920, 7.3770], [1.0614, 0.0861, 6.0501], [-0.1891, 1.9005, 5.8398]],
  "lowdin_spin": [0.00, 0.00, 0.00, 0.00, 0.00, -0.01, 0.00, 0.00, 0.00, 0.00, -0.01, 0.00, -0.01, 0.00, 0.01, -0.01, 0.00, 0.00, 0.00, 0.00, 4.03, 0.00, 0.00, 0.00, 0.00, 0.00, 0.00, 0.00, 0.00, 0.00, 0.00, 0.00, 0.00, 0.00, 0.00, 0.00, 0.00, 0.00, 0.00, 0.00, 0.00, 0.00, 0.00, 0.00, 0.00]
}